Below is a molecular structure, C2H3NO, with properties calculated with wB97M-V/def2-TZVPD.

Calculated values
Kohn-Sham gap	9.87	eV
LUMO energy	1.04	eV
relative energy (zero: lowest compared OMol25 entry of this formula, charge and spin)	4.103	eV
E_HOMO	-8.8	eV
F_max	5.01	eV/Å

```
7
C2H3NO | the OMol25 dataset | wB97M-V/def2-TZVPD
C 0.7406 0.0985 -0.0999
C -0.0810 -0.9674 -0.0342
N -0.3705 0.9519 -0.1434
O -1.2162 -0.1697 0.0642
H 1.7593 0.3263 -0.3317
H -0.1013 -2.0348 -0.1138
H -0.7310 1.7952 0.6589
```